No. 1
{
  "formula": "C5H11NO",
  "method": "wB97M-V/def2-TZVPD",
  "elements": ["C", "C", "N", "C", "C", "C", "O", "H", "H", "H", "H", "H", "H", "H", "H", "H", "H", "H"],
  "xyz": [[2.206, -0.097, -0.283], [0.521, -0.728, -0.028], [0.333, -2.002, -0.439], [-0.143, 0.304, 0.367], [0.012, 1.766, 0.562], [-1.871, -0.226, 0.504], [-2.511, -0.251, -0.761], [2.821, -0.973, -0.073], [2.539, 0.710, 0.369], [2.363, 0.193, -1.324], [-0.414, -2.560, -0.042], [0.375, -2.153, -1.445], [0.096, 2.282, -0.399], [0.902, 1.975, 1.161], [-0.849, 2.183, 1.092], [-1.976, -1.214, 0.952], [-2.370, 0.481, 1.173], [-2.033, 0.311, -1.386]],
  "mulliken_charge": [-1.140, 0.869, -0.499, -0.179, -1.313, -0.643, -0.497, 0.371, 0.345, 0.290, 0.221, 0.229, 0.250, 0.362, 0.369, 0.312, 0.307, 0.346],
  "smiles": "C/C(N)=C(\\C)CO",
  "relative_energy_kcal_mol": 87.1,
  "e_lumo_ha": 0.0298
}

No. 2
{
  "formula": "C5H11NO",
  "method": "wB97M-V/def2-TZVPD",
  "elements": ["C", "C", "C", "N", "C", "C", "O", "H", "H", "H", "H", "H", "H", "H", "H", "H", "H", "H"],
  "xyz": [[1.436, 0.116, -1.359], [0.852, -0.695, -0.232], [1.138, -0.392, 1.192], [-0.155, -0.057, 0.609], [-1.290, -0.866, 1.033], [-1.915, 1.959, -1.237], [-1.194, 2.304, -0.213], [0.761, 0.129, -2.221], [2.394, -0.308, -1.682], [1.607, 1.150, -1.045], [0.658, -1.745, -0.460], [1.773, 0.452, 1.451], [1.157, -1.219, 1.901], [-1.031, -1.930, 1.138], [-1.654, -0.494, 1.995], [-1.748, 0.836, -1.366], [-2.092, -0.769, 0.294], [-0.699, 1.530, 0.200]],
  "mulliken_charge": [-1.456, 0.185, -0.453, -0.171, -1.042, -0.231, -0.312, 0.297, 0.397, 0.303, 0.369, 0.243, 0.257, 0.401, 0.337, 0.047, 0.283, 0.546],
  "relative_energy_kcal_mol": 108.6,
  "e_lumo_ha": 0.0310
}

No. 3
{
  "formula": "C5H11NO",
  "method": "wB97M-V/def2-TZVPD",
  "elements": ["C", "C", "C", "N", "C", "C", "O", "H", "H", "H", "H", "H", "H", "H", "H", "H", "H", "H"],
  "xyz": [[2.297, -0.352, -1.205], [1.322, -0.449, -0.086], [0.960, 0.350, 1.101], [0.074, -0.014, -0.001], [-1.112, 0.252, -0.465], [-2.235, 0.682, 0.440], [-1.808, 1.379, 1.594], [1.884, -0.819, -2.105], [3.224, -0.878, -0.956], [2.554, 0.692, -1.452], [-0.024, -2.579, -0.201], [1.158, 1.431, 1.162], [0.777, -0.121, 2.067], [-1.315, -0.018, -1.498], [-0.727, -2.777, -0.363], [-2.956, 1.272, -0.149], [-2.778, -0.191, 0.825], [-1.295, 2.140, 1.293]],
  "mulliken_charge": [-1.169, 0.375, -0.720, 0.202, -0.261, -0.500, -0.549, 0.264, 0.308, 0.348, -0.161, 0.312, 0.188, 0.387, 0.117, 0.293, 0.238, 0.327],
  "relative_energy_kcal_mol": 126.9,
  "e_lumo_ha": 0.0331
}

No. 4
{
  "formula": "C5H11NO",
  "method": "wB97M-V/def2-TZVPD",
  "elements": ["C", "N", "C", "C", "C", "C", "O", "H", "H", "H", "H", "H", "H", "H", "H", "H", "H", "H"],
  "xyz": [[0.404, -2.152, 2.197], [1.053, -1.624, 1.211], [1.326, -0.293, 0.905], [-0.033, 0.408, 0.579], [0.192, 0.646, -1.003], [-0.714, 1.605, -1.704], [-1.921, 1.044, -1.972], [0.342, -3.197, 2.168], [-0.014, -1.773, 3.063], [2.206, -0.131, 0.259], [2.003, 0.056, 1.747], [-0.439, 1.254, 1.173], [-0.926, -0.119, 0.849], [0.041, -0.349, -1.585], [1.141, 1.055, -1.070], [-0.375, 1.813, -2.850], [-0.790, 2.562, -1.085], [-2.241, 0.564, -1.215]],
  "mulliken_charge": [-0.339, -0.498, -0.444, -0.577, -0.702, -0.450, -0.479, 0.284, 0.315, 0.335, 0.282, 0.414, 0.438, 0.224, 0.402, 0.246, 0.262, 0.288],
  "smiles": "C=NCCCCO",
  "relative_energy_kcal_mol": 100.7,
  "e_lumo_ha": 0.0333
}

No. 5
{
  "formula": "C5H11NO",
  "method": "wB97M-V/def2-TZVPD",
  "elements": ["C", "C", "C", "N", "C", "C", "O", "H", "H", "H", "H", "H", "H", "H", "H", "H", "H", "H"],
  "xyz": [[-0.847, -1.071, -0.768], [-0.947, 0.418, -0.439], [-1.865, 0.679, 0.776], [0.221, 1.169, -0.114], [1.886, -0.282, 0.764], [1.508, 0.693, -0.424], [1.554, 0.218, -1.643], [-0.592, -1.648, 0.128], [-1.823, -1.426, -1.116], [-0.090, -1.259, -1.534], [-1.401, 0.945, -1.297], [-1.931, 1.750, 0.981], [-2.865, 0.276, 0.595], [-1.448, 0.183, 1.660], [1.425, -0.014, 1.719], [1.544, -1.268, 0.448], [2.971, -0.297, 0.871], [2.178, 1.578, -0.298]],
  "mulliken_charge": [-1.441, 0.712, -1.331, -0.297, -1.104, 0.343, -0.624, 0.298, 0.412, 0.422, 0.234, 0.365, 0.365, 0.315, 0.316, 0.308, 0.348, 0.358],
  "relative_energy_kcal_mol": 124.2,
  "e_lumo_ha": [-0.0824, -0.0671]
}

No. 6
{
  "formula": "C5H11NO",
  "method": "wB97M-V/def2-TZVPD",
  "elements": ["C", "C", "C", "N", "H", "H", "H", "H", "H", "H", "H", "C", "C", "O", "H", "H", "H", "H"],
  "xyz": [[2.270, 1.307, 0.343], [0.864, 1.308, 0.946], [-0.070, -0.693, 1.719], [0.181, 0.026, 0.711], [2.638, 2.329, 0.250], [2.994, 0.778, 0.964], [2.225, 0.869, -0.658], [0.243, 2.065, 0.459], [0.863, 1.632, 1.993], [0.264, -0.387, 2.712], [-0.594, -1.642, 1.606], [-2.639, -1.079, -1.498], [-1.337, -1.422, -1.799], [-0.409, -0.502, -1.962], [-3.396, -1.830, -1.305], [-2.938, -0.051, -1.691], [-0.991, -2.455, -1.801], [-0.169, -0.253, -0.988]],
  "mulliken_charge": [-0.988, -0.614, -0.244, -0.342, 0.326, 0.297, 0.278, 0.306, 0.444, 0.264, 0.229, -0.384, 0.210, -0.344, 0.305, 0.315, 0.387, 0.553],
  "relative_energy_kcal_mol": 66.8,
  "spin_multiplicity": 2,
  "s_squared": 0.755,
  "total_charge": 1,
  "e_lumo_ha": [-0.1701, -0.3165]
}

No. 7
{
  "formula": "C5H11NO",
  "method": "wB97M-V/def2-TZVPD",
  "elements": ["C", "C", "N", "C", "C", "C", "H", "H", "H", "H", "H", "H", "H", "H", "H", "H", "H", "O"],
  "xyz": [[0.712, -2.394, -0.807], [1.210, -1.190, -1.039], [0.879, -0.113, -0.187], [0.333, 1.185, -0.762], [-1.940, 1.897, -1.464], [-1.141, 1.413, -0.518], [-0.119, -2.837, -0.274], [1.058, -2.890, -1.706], [1.529, -0.879, -1.998], [1.523, 0.147, 0.556], [0.999, 2.097, -0.545], [0.447, 1.024, -1.878], [-3.004, 1.956, -1.333], [-1.352, 2.212, -2.433], [-1.459, 1.658, 0.520], [0.360, -0.662, 4.542], [-0.160, 0.068, 3.474], [-0.128, -0.823, 3.740]],
  "mulliken_charge": [-0.485, -0.146, 0.061, -0.443, -0.613, -0.056, 0.330, 0.268, 0.403, 0.336, 0.341, 0.243, 0.320, 0.189, 0.248, 0.334, 0.278, -0.609],
  "relative_energy_kcal_mol": 97.0,
  "spin_multiplicity": 2,
  "s_squared": 0.764,
  "total_charge": 1,
  "e_lumo_ha": [-0.1408, -0.2908]
}

No. 8
{
  "formula": "C5H11NO2",
  "method": "wB97M-V/def2-TZVPD",
  "elements": ["N", "C", "C", "O", "C", "C", "C", "O", "H", "H", "H", "H", "H", "H", "H", "H", "H", "H", "H"],
  "xyz": [[-0.609, -0.414, 1.891], [-1.076, 0.328, 0.734], [-2.572, 0.573, 0.680], [-3.265, 0.435, 1.654], [-0.461, -0.204, -0.564], [0.896, 0.411, -0.900], [2.003, -0.562, -1.314], [3.256, -0.265, -0.704], [-0.966, 0.044, 2.725], [-1.010, -1.348, 1.939], [-0.679, 1.310, 0.924], [-3.023, 0.910, -0.270], [-0.328, -1.261, -0.350], [-1.173, -0.103, -1.379], [0.729, 1.119, -1.706], [1.277, 1.072, -0.117], [2.167, -0.455, -2.382], [1.762, -1.598, -1.063], [3.071, 0.006, 0.201]],
  "mulliken_charge": [-0.622, 0.071, -0.232, -0.484, -0.637, -0.802, -0.302, -0.547, 0.272, 0.256, 0.299, 0.348, 0.304, 0.477, 0.304, 0.432, 0.269, 0.282, 0.313],
  "smiles": "N[C@H](C=O)CCCO",
  "relative_energy_kcal_mol": 41.0,
  "e_lumo_ha": 0.0293
}

No. 9
{
  "formula": "C5H11NO2",
  "method": "wB97M-V/def2-TZVPD",
  "elements": ["C", "C", "C", "C", "N", "C", "O", "O", "H", "H", "H", "H", "H", "H", "H", "H", "H", "H", "H"],
  "xyz": [[3.240, -0.123, 0.346], [1.702, -0.406, -0.036], [0.776, 0.771, -0.052], [-0.554, 0.706, -0.578], [-1.367, 1.874, -0.128], [-1.284, -0.625, 0.059], [-1.852, -0.598, 1.139], [-1.146, -1.761, -0.574], [3.025, 0.349, 1.213], [3.613, -1.080, -0.074], [3.650, 0.672, -0.378], [1.656, -0.518, -0.942], [1.273, -1.186, 0.502], [1.231, 1.324, -0.700], [0.759, 1.363, 0.943], [-0.551, 0.408, -1.398], [-2.346, 1.813, -0.572], [-1.446, 1.931, 0.752], [-0.598, -1.258, -1.415]],
  "mulliken_charge": [-1.286, -1.139, -0.354, -0.979, -0.706, 0.483, -0.597, -0.477, 0.447, 0.359, 0.243, 0.704, 0.582, 0.326, 0.339, 1.122, 0.289, 0.233, 0.409],
  "smiles": "CCC[C@H](N)C(=O)O",
  "relative_energy_kcal_mol": 148.5,
  "e_lumo_ha": 0.0134
}

No. 10
{
  "formula": "C5H11NO2",
  "method": "wB97M-V/def2-TZVPD",
  "elements": ["C", "C", "C", "C", "N", "C", "H", "H", "H", "H", "H", "H", "H", "O", "H", "H", "O", "H", "H"],
  "xyz": [[-1.500, 0.885, 0.835], [-0.418, 0.585, -0.116], [0.359, -0.605, -0.309], [1.002, -0.546, -1.479], [0.572, 0.534, -2.257], [-0.341, 1.277, -1.384], [-2.061, 1.803, 0.407], [-2.175, 0.073, 0.958], [-0.998, 1.185, 1.762], [0.239, -1.495, 0.275], [1.912, -1.086, -1.855], [0.863, 0.738, -3.201], [-0.805, 2.242, -1.629], [-0.747, -4.057, 1.350], [-0.621, -3.294, 0.752], [-1.313, -4.743, 0.893], [1.844, 2.473, 1.722], [2.787, 2.308, 1.942], [1.403, 1.721, 1.332]],
  "mulliken_charge": [-0.785, 0.361, -0.399, -0.396, -0.041, -0.811, 0.263, 0.309, 0.257, 0.336, 0.335, 0.193, 0.339, -0.647, 0.363, 0.328, -0.666, 0.311, 0.350],
  "smiles": "Cc1cc[nH]c1.O.O",
  "relative_energy_kcal_mol": 48.9,
  "e_lumo_ha": 0.0277
}

No. 11
{
  "formula": "C5H11NO2",
  "method": "wB97M-V/def2-TZVPD",
  "elements": ["C", "C", "C", "O", "H", "H", "H", "H", "H", "H", "C", "N", "C", "O", "H", "H", "H", "H", "H"],
  "xyz": [[2.028, 0.436, -1.541], [0.479, 0.378, 0.287], [1.204, 1.155, 1.094], [0.758, 0.067, -1.019], [0.231, -0.911, 0.794], [2.140, 1.524, -1.566], [2.069, 0.035, -2.552], [2.841, 0.002, -0.949], [0.799, 1.389, 2.067], [2.109, 1.668, 0.800], [-1.581, -1.739, 0.018], [-2.145, -0.589, 0.418], [-1.498, 0.755, 0.338], [-1.802, 1.531, 1.245], [-2.700, -0.632, 1.268], [-1.454, 1.047, -0.726], [-1.069, -1.685, -0.937], [-0.289, -1.771, 0.734], [-2.119, -2.659, 0.226]],
  "mulliken_charge": [-0.872, 0.147, -0.789, -0.266, 0.054, 0.336, 0.223, 0.357, 0.291, 0.276, -0.571, -0.150, 0.208, -0.649, 0.262, 0.292, 0.287, 0.181, 0.383],
  "relative_energy_kcal_mol": 148.8,
  "e_lumo_ha": [0.0042, 0.0042]
}

No. 12
{
  "formula": "C5H11NO2",
  "method": "wB97M-V/def2-TZVPD",
  "elements": ["C", "C", "C", "C", "N", "C", "O", "H", "H", "H", "H", "H", "H", "H", "H", "H", "O", "H", "H"],
  "xyz": [[1.068, -2.191, 1.766], [0.033, -1.546, 1.261], [-0.070, -1.121, -0.175], [0.463, 0.300, -0.388], [-0.026, 0.879, -1.624], [0.561, 2.017, -2.114], [0.401, 2.379, -3.255], [1.871, -2.667, 1.205], [1.091, -2.483, 2.810], [-0.712, -1.115, 1.923], [0.464, -1.837, -0.792], [-1.106, -1.129, -0.531], [1.550, 0.210, -0.414], [0.232, 0.954, 0.460], [-0.424, 0.425, -2.436], [1.221, 2.588, -1.436], [-2.564, 1.482, 1.223], [-2.001, 1.183, 0.505], [-2.050, 1.673, 2.012]],
  "mulliken_charge": [-0.771, -0.148, -0.674, -0.736, -0.135, 0.008, -0.552, 0.269, 0.265, 0.298, 0.426, 0.404, 0.422, 0.363, 0.238, 0.339, -0.666, 0.336, 0.315],
  "smiles": "C=CCCNC=O.O",
  "relative_energy_kcal_mol": 38.3,
  "e_lumo_ha": 0.0264
}

No. 13
{
  "formula": "C5H11NO2PS2",
  "method": "wB97M-V/def2-TZVPD",
  "elements": ["C", "C", "S", "C", "C", "C", "N", "P", "O", "O", "S", "H", "H", "H", "H", "H", "H", "H", "H", "H", "H", "H"],
  "xyz": [[1.140, 1.356, 2.887], [0.967, 0.692, 1.905], [0.730, -0.191, 0.524], [-0.058, 0.972, -0.640], [-1.435, 0.500, -1.073], [-2.379, 0.151, 0.067], [-3.225, -0.978, -0.331], [2.796, -0.534, -0.204], [3.047, -2.007, 0.328], [2.636, -0.636, -1.772], [4.006, 0.786, 0.353], [1.194, 2.142, 3.604], [-0.083, 1.934, -0.141], [0.608, 1.099, -1.488], [-1.316, -0.386, -1.692], [-1.834, 1.290, -1.697], [-1.850, -0.069, 1.001], [-3.052, 0.974, 0.277], [-3.728, -1.343, 0.468], [-2.649, -1.741, -0.665], [2.227, -2.528, 0.360], [2.258, -1.480, -2.069]],
  "mulliken_charge": [0.725, -0.812, -0.100, -0.559, -0.782, -0.233, -0.644, 0.627, -0.435, -0.435, -0.217, 0.438, 0.436, 0.499, 0.330, 0.346, 0.299, 0.315, 0.248, 0.192, 0.384, 0.378],
  "total_charge": 1,
  "e_lumo_ha": -0.1507
}

No. 14
{
  "formula": "C5H11NO3",
  "method": "wB97M-V/def2-TZVPD",
  "elements": ["C", "O", "C", "C", "O", "H", "H", "H", "H", "H", "H", "N", "C", "C", "O", "H", "H", "H", "H", "H"],
  "xyz": [[-0.415, -1.062, 2.401], [0.316, -1.573, 1.277], [-0.279, -1.469, 0.086], [0.589, -1.990, -1.027], [-1.387, -1.010, -0.067], [-1.381, -1.563, 2.479], [-0.572, 0.011, 2.289], [0.202, -1.268, 3.271], [0.301, -3.018, -1.242], [0.422, -1.388, -1.919], [1.641, -1.969, -0.755], [-1.167, 1.664, -1.450], [0.205, 1.876, -1.484], [0.979, 1.891, 0.160], [0.282, 1.845, 1.134], [-1.455, 0.761, -1.084], [-1.713, 2.412, -1.037], [0.463, 2.855, -1.904], [0.884, 0.962, -1.360], [2.084, 2.032, 0.233]],
  "mulliken_charge": [-0.566, -0.308, 0.804, -1.060, -0.645, 0.286, 0.255, 0.233, 0.316, 0.346, 0.324, -0.479, -0.474, -0.046, -0.455, 0.353, 0.226, 0.407, 0.082, 0.402],
  "smiles": "COC(C)=O.NCC=O",
  "relative_energy_kcal_mol": 66.5,
  "e_lumo_ha": 0.0326
}

Ordered E results: -326.99262; -326.95830; -326.92909; -326.97091; -326.93349; -326.71770; -326.66952; -402.31277; -402.14149; -402.30020; -402.14107; -402.31709; -1539.79185; -477.51953; unit hartree.